[1]
{
  "formula": "C36H28N8O5STi",
  "method": "ωB97M-V/def2-TZVPD",
  "s2": 2.055,
  "relative_energy_kj_mol": 90.9,
  "lumo_ev": [4.23, 4.23],
  "spin_multiplicity": 3,
  "total_charge": -2,
  "homo_lumo_gap_ha": [0.139, 0.236],
  "max_force_ev_per_a": 0.4,
  "homo_ev": [0.46, -2.20],
  "symbols": ["Ti", "O", "C", "C", "C", "C", "C", "C", "C", "O", "N", "N", "C", "C", "C", "C", "C", "C", "C", "O", "H", "H", "H", "H", "H", "H", "H", "H", "H", "H", "C", "C", "C", "C", "C", "C", "N", "N", "C", "C", "C", "C", "C", "C", "H", "H", "H", "H", "H", "H", "H", "H", "H", "N", "C", "C", "C", "C", "C", "C", "S", "O", "O", "N", "C", "N", "C", "C", "C", "N", "H", "H", "H", "H", "H", "H", "H", "H", "H"],
  "coordinates": [[0.19788, 0.08732, 0.07040], [-4.01368, -1.70798, 3.13746], [-3.01702, -1.54782, 4.03104], [-3.27221, -1.82666, 5.37024], [-2.27072, -1.69233, 6.32023], [-0.99936, -1.27461, 5.94468], [-0.74010, -0.99447, 4.61297], [-1.73086, -1.12550, 3.64040], [-1.41836, -0.82393, 2.23765], [-0.20008, -0.52640, 1.90878], [-2.36248, -0.87722, 1.33598], [-1.84252, -0.55826, 0.10918], [-2.58607, -0.96467, -0.92543], [-2.20112, -0.84447, -2.27881], [-3.01782, -1.35959, -3.31122], [-2.64410, -1.29970, -4.63779], [-1.42578, -0.71719, -4.99279], [-0.60376, -0.18646, -4.00532], [-0.97134, -0.22766, -2.66176], [-0.18125, 0.31797, -1.75235], [-3.62914, -1.47660, 2.24270], [-4.26931, -2.15144, 5.64231], [-2.48752, -1.91447, 7.35936], [-0.21737, -1.15940, 6.68489], [0.23468, -0.65380, 4.28678], [-3.53128, -1.45319, -0.69374], [-3.96289, -1.81834, -3.03510], [-3.29627, -1.71148, -5.40083], [-1.11883, -0.67474, -6.03147], [0.34707, 0.27279, -4.24634], [-2.86234, 4.25084, -2.40920], [-1.57752, 4.70334, -2.13230], [-0.76249, 4.02010, -1.24783], [-1.21114, 2.85228, -0.61357], [-2.51306, 2.41703, -0.88154], [-3.31989, 3.10477, -1.77249], [-0.36607, 2.16025, 0.26882], [0.35675, 3.01747, 0.99309], [1.41578, 2.40279, 1.59230], [2.21485, 3.12128, 2.50070], [3.26733, 2.49104, 3.13581], [3.53293, 1.14774, 2.87230], [2.74387, 0.45651, 1.95106], [1.68840, 1.05865, 1.27767], [-3.49365, 4.78028, -3.11397], [-1.19817, 5.59244, -2.62559], [0.24244, 4.35979, -1.04035], [-2.88420, 1.54269, -0.37561], [-4.32022, 2.73547, -1.97010], [1.97805, 4.16140, 2.69712], [3.88173, 3.03965, 3.84330], [4.35282, 0.64393, 3.37587], [2.97529, -0.58838, 1.75375], [8.29757, -1.87657, 1.25787], [7.10049, -1.54257, 0.59128], [6.57379, -2.39101, -0.37981], [5.41222, -2.04849, -1.05332], [4.77262, -0.85291, -0.76543], [5.29952, 0.00657, 0.18708], [6.45680, -0.33769, 0.86392], [3.28210, -0.39079, -1.62336], [3.32463, -1.06191, -2.90055], [3.24133, 1.04386, -1.59243], [2.05487, -0.92364, -0.71558], [1.65185, -2.20741, -0.77605], [0.36512, -2.29831, -0.37407], [-0.20076, -3.48358, -0.30636], [0.50170, -4.63148, -0.65403], [1.81344, -4.43994, -1.06065], [2.41224, -3.25756, -1.12473], [8.43723, -2.87310, 1.33130], [8.36636, -1.44816, 2.16883], [7.07639, -3.32636, -0.60326], [4.97921, -2.70238, -1.79658], [4.78857, 0.93546, 0.40443], [6.86103, 0.33220, 1.61495], [-1.23673, -3.50217, 0.01750], [0.05238, -5.61261, -0.61402], [2.42426, -5.29274, -1.34718]],
  "forces_ev_per_a": [[-0.3, 0.1, -0.1], [0.0, -0.1, 0.2], [0.0, -0.1, -0.1], [0.0, 0.0, 0.0], [0.0, 0.0, 0.0], [0.0, 0.0, 0.0], [0.0, 0.0, -0.1], [0.0, 0.0, 0.1], [0.0, -0.1, -0.1], [-0.1, 0.0, 0.4], [0.1, -0.1, 0.0], [-0.1, -0.1, 0.1], [-0.1, 0.0, 0.0], [0.1, 0.0, -0.1], [0.0, 0.0, 0.0], [-0.1, 0.0, 0.0], [0.1, 0.0, 0.0], [-0.1, 0.0, 0.0], [0.0, 0.1, -0.1], [0.0, -0.1, -0.2], [0.0, 0.2, -0.1], [0.0, 0.0, 0.0], [0.0, 0.0, 0.0], [0.0, 0.0, 0.0], [0.0, 0.0, 0.0], [0.0, 0.0, 0.0], [0.0, 0.0, 0.0], [0.0, 0.0, 0.0], [0.0, 0.0, 0.0], [0.0, 0.0, 0.0], [0.0, 0.0, 0.0], [0.0, 0.0, 0.0], [0.0, -0.1, 0.0], [-0.1, 0.1, 0.0], [0.2, 0.0, 0.0], [0.0, 0.0, 0.0], [0.1, 0.1, -0.1], [0.0, 0.2, 0.0], [0.1, -0.1, 0.1], [-0.1, 0.0, 0.0], [0.0, 0.0, 0.0], [0.0, 0.0, 0.1], [-0.1, 0.0, 0.0], [0.2, -0.1, 0.1], [0.0, 0.0, 0.0], [0.0, 0.0, 0.0], [0.0, 0.0, 0.0], [0.0, -0.1, 0.0], [0.0, 0.0, 0.0], [0.0, 0.0, 0.0], [0.0, 0.0, 0.0], [0.0, 0.0, 0.0], [0.0, 0.0, 0.0], [0.0, 0.0, 0.0], [0.0, 0.0, 0.0], [0.0, 0.0, 0.0], [0.0, 0.0, 0.0], [0.0, 0.0, -0.1], [0.0, 0.1, 0.0], [0.0, 0.0, 0.0], [0.1, 0.1, 0.0], [0.0, 0.0, 0.1], [0.0, 0.0, 0.0], [0.3, 0.0, -0.2], [-0.1, -0.1, 0.1], [0.0, 0.1, 0.0], [0.0, 0.1, -0.1], [0.0, 0.0, 0.0], [0.0, 0.0, 0.0], [0.0, -0.1, 0.0], [0.0, 0.0, 0.0], [0.0, 0.0, 0.0], [0.0, 0.0, 0.0], [0.0, 0.0, 0.0], [0.0, 0.0, 0.0], [0.0, 0.0, 0.0], [0.0, 0.0, 0.0], [0.0, 0.0, 0.0], [0.0, 0.0, 0.0]]
}

[2]
{
  "formula": "C3H6O",
  "method": "ωB97M-V/def2-TZVPD",
  "relative_energy_kj_mol": 173.3,
  "smiles": "CC(C)=O",
  "lumo_ev": 0.79,
  "homo_lumo_gap_ha": 0.378,
  "max_force_ev_per_a": 3.7,
  "homo_ev": -9.51,
  "symbols": ["C", "C", "C", "O", "H", "H", "H", "H", "H", "H"],
  "coordinates": [[1.07479, -0.71600, 0.06702], [-0.10401, -0.14789, -0.58748], [-0.98364, 0.64322, 0.31783], [-0.26961, -0.24773, -1.79122], [1.34552, -1.70653, -0.38588], [1.30309, 0.49328, -0.25944], [1.20809, -0.74287, 1.15367], [-1.19094, 1.61661, -0.11493], [-1.87364, 0.01221, 0.27548], [-0.65905, 0.73480, 1.36544]],
  "forces_ev_per_a": [[0.3, 1.2, -0.4], [-0.8, -0.7, -0.1], [-0.8, 0.1, 0.1], [-0.4, 0.0, 0.5], [0.8, 1.7, -0.2], [2.1, -2.9, 0.7], [-0.6, 0.2, -0.3], [-0.3, 0.1, 0.0], [-0.4, 0.4, 0.3], [0.1, -0.1, -0.5]]
}

[3]
{
  "formula": "C3H3BeO2",
  "method": "ωB97M-V/def2-TZVPD",
  "relative_energy_kj_mol": 293.3,
  "lumo_ev": [-6.70, -6.70],
  "total_charge": 1,
  "homo_lumo_gap_ha": [0.219, 0.219],
  "max_force_ev_per_a": 5.3,
  "homo_ev": [-12.67, -12.67],
  "symbols": ["O", "C", "O", "Be", "C", "H", "H", "C", "H"],
  "coordinates": [[0.10549, 0.07220, 1.10873], [-1.81633, -0.38887, -0.91574], [-1.88407, -1.03209, 0.08828], [-0.81857, -0.87773, 1.34320], [-0.04682, 0.63292, -0.15643], [-0.21949, 1.71487, -0.15814], [2.12018, 0.55698, 0.05560], [1.22239, 0.10368, -0.36905], [1.33721, -0.78196, -0.99645]],
  "forces_ev_per_a": [[3.9, 1.5, 1.4], [1.9, 1.6, -0.4], [-0.4, -2.1, 2.8], [-3.9, -2.5, -1.0], [-3.4, 2.8, -2.9], [0.2, -0.3, 0.1], [-0.1, -0.4, 0.4], [1.6, -0.6, -0.5], [0.3, -0.1, 0.1]]
}